Entry 1:
{"formula": "C10H17CdNO2", "method": "ωB97M-V with the def2-TZVPD basis set", "elements": ["C", "C", "C", "H", "C", "H", "H", "H", "C", "H", "H", "C", "H", "H", "C", "H", "H", "C", "H", "H", "Cd", "H", "N", "C", "C", "O", "O", "H", "H", "H", "H"], "coordinates": [[-1.86994, -0.86426, -3.04324], [1.45681, -0.37495, -3.30372], [-0.94749, 0.30376, -3.27481], [-2.29379, -0.85129, -2.02675], [1.53504, 1.05174, -3.43610], [2.47809, -0.80930, -3.27359], [-0.80499, 0.31774, -4.37607], [2.53632, 1.42275, -3.69526], [-0.87181, 1.68500, -2.82482], [-0.81273, 1.83260, -1.72998], [-1.72514, 2.26996, -3.20178], [-0.73554, -1.96094, -3.11237], [-1.11919, -2.87095, -3.59070], [-0.44330, -2.21654, -2.08492], [0.53762, -1.46745, -3.88882], [0.25604, -1.21338, -4.92162], [1.18254, -2.35194, -3.97486], [0.46198, 2.13581, -3.56497], [0.22788, 2.32985, -4.62641], [0.83661, 3.08354, -3.15230], [1.49757, 0.48427, -1.47150], [-2.68460, -1.07222, -3.72759], [1.09447, 1.30754, 0.59538], [0.00838, 0.59739, 1.27992], [0.07012, -0.88900, 0.88608], [-0.47014, -1.65696, 1.68144], [0.67330, -1.17591, -0.21472], [1.95642, 1.16324, 1.12434], [0.91758, 2.31031, 0.60686], [0.10876, 0.68965, 2.36887], [-0.96525, 0.99364, 0.95984]], "forces_ev_per_angstrom": [[2.051, -0.094, 1.983], [-0.182, -3.017, -3.056], [-3.170, 0.021, -2.194], [0.039, -0.107, -0.260], [1.111, 2.526, -1.631], [-0.347, 0.310, 0.068], [0.287, 0.153, 0.728], [-0.314, -0.048, -0.144], [1.008, 0.808, -0.351], [-0.021, -0.025, -0.189], [0.161, 0.128, 0.224], [-0.076, -0.149, -0.023], [0.197, 0.057, 0.023], [0.021, 0.077, -0.300], [0.147, -0.938, -0.120], [0.132, -0.034, 0.125], [-0.121, -0.014, -0.026], [-0.556, -0.036, 0.414], [-0.167, -0.172, 0.266], [0.042, -0.207, -0.191], [-0.651, -0.051, 4.861], [0.059, 0.408, -0.535], [0.448, 1.123, 0.275], [0.010, -0.337, -0.076], [-0.299, -0.753, 0.646], [0.305, 0.269, -0.729], [-0.164, 0.218, 0.540], [-0.194, 0.099, -0.121], [0.166, -0.103, 0.009], [-0.219, -0.093, -0.308], [0.297, -0.019, 0.092]], "homo_energy_ev": [-7.39, -5.84], "gap_ev": [7.20, 5.78], "charge": 0, "lumo_energy_ev": [-0.2, -0.1], "relative_energy_kcal_mol": 23.9, "e_tot_ha": -763.9907, "spin_multiplicity": 1}

---

Entry 2:
{"formula": "C10H17CdNO2", "method": "ωB97M-V with the def2-TZVPD basis set", "elements": ["C", "C", "C", "H", "C", "H", "H", "H", "C", "H", "H", "C", "H", "H", "C", "H", "H", "C", "H", "H", "Cd", "H", "N", "C", "C", "O", "O", "H", "H", "H", "H"], "coordinates": [[1.50866, -0.56672, 1.81834], [0.75326, 1.63678, -0.61932], [1.61732, -0.54699, 0.32522], [0.68576, -1.20739, 2.17365], [0.98379, 0.86523, -1.80198], [0.34619, 2.63446, -0.88089], [2.62233, -0.13522, 0.10730], [0.91083, 1.43395, -2.73889], [1.27138, -1.44661, -0.75682], [0.22412, -1.80517, -0.76497], [1.93561, -2.32496, -0.76655], [1.09004, 0.94710, 1.96330], [1.54977, 1.37624, 2.86209], [-0.00232, 1.00095, 2.08244], [1.50868, 1.79909, 0.71220], [2.59151, 1.70282, 0.55376], [1.34801, 2.84280, 1.00440], [1.59139, -0.51920, -2.00846], [2.68727, -0.45100, -2.13176], [1.19772, -0.96589, -2.93321], [-0.92064, 0.56731, -1.07935], [2.38587, -0.80503, 2.41172], [-2.74726, -0.75862, -1.14701], [-3.22115, -1.14328, 0.18728], [-3.02823, 0.06126, 1.12198], [-3.82457, 0.13061, 2.05375], [-2.06688, 0.86620, 0.83222], [-3.47664, -0.20341, -1.59783], [-2.62214, -1.59052, -1.71989], [-4.28186, -1.42068, 0.16008], [-2.61781, -1.97410, 0.57719]], "forces_ev_per_angstrom": [[-2.251, 0.897, -0.830], [2.626, 2.624, 2.058], [2.879, -1.708, 1.509], [0.235, 0.168, -0.024], [1.131, -0.348, -2.760], [0.045, -0.464, -0.026], [-0.712, -0.114, -0.185], [0.251, -0.113, 0.225], [0.129, 0.294, -1.380], [0.191, 0.032, -0.015], [-0.263, -0.050, -0.170], [0.060, 0.127, 0.234], [-0.095, 0.107, -0.134], [0.338, 0.072, -0.119], [-0.119, 0.656, 0.650], [-0.166, 0.149, -0.015], [0.019, 0.000, 0.083], [-0.277, -0.541, 0.400], [-0.240, -0.140, 0.264], [0.155, 0.227, 0.138], [-4.064, -1.675, 0.956], [0.433, -0.030, -0.347], [-0.229, -0.635, -1.006], [0.065, 0.280, 0.211], [-0.605, 0.199, 0.650], [0.580, 0.153, -0.235], [-0.389, -0.307, -0.061], [0.174, -0.178, 0.035], [-0.061, 0.186, -0.096], [0.328, -0.013, 0.186], [-0.170, 0.143, -0.196]], "homo_energy_ev": [-7.36, -5.82], "gap_ev": [7.18, 5.81], "charge": 0, "lumo_energy_ev": [-0.2, 0.0], "relative_energy_kcal_mol": 19.5, "e_tot_ha": -763.9977, "spin_multiplicity": 1}

---

> Which formula does entry 1 have?

C10H17CdNO2